94
Properties=species:S:1:pos:R:3:forces:R:3 method="wB97M-V/def2-TZVPD" charge=-1 homo_ev=-3.9 total_energy_ha=-5444.76588 gap_ev=4.98 lumo_ev=1.118 de_lowest_kcal_mol=0.0
C 4.4065 1.7337 1.9469 0.187 0.084 0.191
C 3.5666 3.0087 1.7716 -0.359 -0.584 -0.204
C 2.0743 2.7383 2.0056 0.116 0.388 -0.354
C 1.2073 4.0127 2.0355 -0.295 -0.403 0.710
C 0.0506 3.8662 3.0458 -0.003 0.004 -0.538
C -1.1965 4.7024 2.7288 0.041 -0.230 0.612
C -2.4241 4.1730 3.5030 0.038 0.191 0.008
C -3.7174 4.2347 2.6839 0.225 0.022 -0.209
C -3.7790 3.2586 1.4949 -0.302 0.275 0.097
C -4.2837 1.8378 1.7653 0.419 -0.077 -0.160
C -3.2718 1.0004 2.5490 0.448 0.107 -0.356
C -3.6194 0.6490 3.9789 -0.638 0.108 0.061
O -2.7439 -0.3666 4.3820 -0.177 0.022 0.225
P -1.8469 -1.0574 2.9998 1.317 -0.177 -0.029
C -0.8413 -1.7171 1.4762 -0.178 0.393 0.037
C 0.2989 -0.7836 1.1251 0.170 -0.285 -0.383
F -1.6468 -1.7995 0.3039 -0.165 -0.129 0.013
P -3.1756 -2.9260 3.0593 -0.638 -0.179 -0.336
O -3.7520 -2.8323 4.6065 -0.434 -0.530 -0.210
Br -1.6012 -4.5447 3.3958 0.177 -0.036 0.136
O -3.0023 -0.2610 1.9710 -0.135 0.099 -0.037
H 4.8752 1.6978 2.9337 -0.090 -0.028 0.001
H 3.7895 0.8381 1.8562 -0.011 0.020 -0.095
H 5.2141 1.6590 1.2154 -0.038 0.032 0.003
H 3.6634 3.3421 0.7335 0.122 0.318 0.133
H 3.9065 3.7998 2.4418 0.099 0.067 -0.109
H 1.7350 2.1241 1.1654 -0.080 -0.218 0.198
H 1.9176 2.1466 2.9113 0.100 0.058 0.071
H 1.8268 4.8669 2.3191 -0.054 0.153 -0.297
H 0.7464 4.1703 1.0606 0.266 0.265 -0.067
H 0.3981 4.0993 4.0566 0.006 -0.176 0.036
H -0.2428 2.8112 3.0274 -0.061 0.008 0.143
H -1.3927 4.6701 1.6545 0.061 0.078 0.003
H -1.0236 5.7416 3.0264 0.002 0.064 -0.321
H -2.5724 4.7525 4.4209 0.101 -0.010 -0.031
H -2.1951 3.1572 3.8253 -0.239 -0.068 0.009
H -3.7835 5.2447 2.2599 -0.026 0.027 0.152
H -4.5887 4.1246 3.3368 -0.025 -0.159 -0.060
H -4.4180 3.7259 0.7371 -0.014 -0.151 -0.017
H -2.7838 3.1909 1.0444 -0.033 -0.028 -0.048
H -5.2658 1.8593 2.2480 -0.016 -0.070 -0.009
H -4.3784 1.3531 0.7896 -0.218 -0.097 0.112
H -2.3189 1.5440 2.4888 -0.069 0.155 0.355
H -3.6283 1.5074 4.6650 0.364 -0.024 -0.016
H -4.6689 0.2927 3.9663 0.093 -0.096 0.011
H -0.9770 0.0957 3.0621 -0.300 0.149 -0.240
H -0.9155 -1.7383 3.8876 -0.283 0.041 0.078
H -0.4758 -2.7330 1.6318 -0.007 0.035 0.132
H 0.5952 -0.9731 0.0855 0.055 -0.004 0.063
H 1.1749 -0.9760 1.7479 -0.089 0.140 0.157
H 0.0105 0.2653 1.2005 -0.016 0.001 0.081
H -3.9102 -1.9000 4.7979 0.610 0.417 0.252
C -1.4377 -2.5363 -3.2820 -0.017 -0.014 -0.013
C -0.4519 -2.8400 -2.3530 0.000 -0.092 0.019
C 0.8807 -2.8458 -2.7342 0.016 -0.044 0.080
C 1.1987 -2.5416 -4.0468 -0.073 0.007 0.060
C 0.2311 -2.2410 -4.9888 -0.090 0.045 -0.121
C -1.0975 -2.2415 -4.5960 0.002 -0.011 0.048
N 2.6109 -2.5254 -4.4551 -0.006 -0.024 0.005
O 3.4479 -2.8149 -3.6258 0.054 -0.033 0.073
O 2.8676 -2.2201 -5.6053 0.004 0.046 -0.090
H -2.4741 -2.5287 -2.9726 -0.005 -0.005 0.022
H -0.7280 -3.0575 -1.3306 -0.010 0.055 0.023
H 1.6582 -3.0769 -2.0210 0.050 0.015 -0.046
H 0.5105 -2.0114 -6.0059 0.077 -0.009 0.014
H -1.8687 -2.0080 -5.3176 0.000 -0.002 -0.009
C 3.6341 2.4349 -4.2669 0.001 0.008 0.005
C 2.2959 2.1148 -4.0807 0.062 0.023 0.001
C 1.5253 2.8421 -3.1877 -0.090 -0.109 -0.046
C 2.1177 3.8824 -2.4967 0.032 -0.026 -0.054
C 3.4486 4.2156 -2.6613 0.142 0.057 0.000
C 4.2090 3.4812 -3.5571 -0.043 -0.047 -0.027
N 1.3017 4.6555 -1.5443 0.010 -0.171 0.172
O 0.1465 4.3168 -1.3951 -0.151 0.036 -0.068
O 1.8353 5.5626 -0.9408 0.110 0.149 -0.084
H 4.2317 1.8639 -4.9652 0.002 -0.019 0.007
H 1.8514 1.2950 -4.6284 -0.008 -0.018 0.003
H 0.4855 2.6011 -3.0254 -0.008 0.052 0.057
H 3.8811 5.0288 -2.0981 -0.072 0.018 0.038
H 5.2530 3.7250 -3.6987 0.007 0.003 0.005
C 2.3584 -7.3563 -2.3654 -0.015 0.007 -0.004
C 1.5588 -7.4134 -3.4997 0.039 0.009 0.061
C 0.2188 -7.0695 -3.4235 0.028 -0.022 -0.136
C -0.2925 -6.6710 -2.2033 0.095 -0.017 -0.024
C 0.4818 -6.6098 -1.0602 0.061 0.030 0.145
C 1.8203 -6.9584 -1.1488 0.019 -0.016 -0.070
N -1.7086 -6.2722 -2.1147 0.185 0.124 0.024
O -2.3778 -6.3334 -3.1277 -0.085 -0.058 -0.097
O -2.1012 -5.8866 -1.0390 -0.217 0.019 0.063
H 3.4061 -7.6191 -2.4310 0.004 0.001 -0.001
H 1.9800 -7.7210 -4.4471 0.000 0.000 -0.008
H -0.4164 -7.1034 -4.2958 -0.065 0.037 0.043
H 0.0483 -6.2909 -0.1229 -0.068 0.024 -0.031
H 2.4434 -6.9130 -0.2663 -0.004 0.008 0.011